No. 1
C4H8NO3 | the ωB97M-V functional and the def2-TZVPD basis

ORCA input file:
```
! RIJCOSX wB97M-V def2-TZVPD def2/J DEFGRID3
* xyz -1 1
C 0.9435 -2.4831 -0.0021
C 2.0363 -1.7726 -0.8174
O 1.7523 -0.6597 -1.3544
O 3.1285 -2.3663 -0.9207
H 0.7731 -2.0893 0.9891
H 1.3097 -3.5014 0.1450
H 0.0350 -2.4748 -0.6048
C -1.7747 2.5761 0.4072
C -1.2821 1.1408 0.3884
O -2.0919 0.2567 0.6576
N 0.0118 0.9139 0.1256
H 0.3266 0.0075 -0.2022
H 0.6050 1.6743 -0.1552
H -1.0659 3.3069 0.0637
H -2.0406 2.7552 1.4219
H -2.6664 2.7159 -0.1416
*
```

LUMO   3.483 eV
Kohn-Sham gap   7.692 eV

No. 2
C4H8NO5P | the ωB97M-V functional and the def2-TZVPD basis

ORCA input file:
```
! RIJCOSX wB97M-V def2-TZVPD def2/J DEFGRID3
* xyz -2 1
C -3.6132 0.2319 -0.1610
C 0.2165 0.9457 1.3115
C 2.3934 0.6180 -0.7251
C 0.0472 0.4385 -0.1536
N -3.6521 1.3085 -0.6158
O 1.4665 -1.8369 0.6723
O -1.0213 -2.0443 0.4089
O -3.8176 -0.8829 0.2739
O 0.3707 -1.8629 -1.6422
O 1.0507 1.0201 -0.9180
P 0.3416 -1.4296 -0.2235
H 0.9027 0.1218 1.7211
H -0.7660 0.9882 1.7919
H 0.6286 1.9322 1.3931
H 3.0098 1.3074 -1.3105
H 2.4511 -0.3001 -1.3641
H 2.5250 0.4908 0.2747
H -1.7049 -1.8087 -0.2089
H -0.8288 0.7622 -0.5249
*
```

LUMO   6.153 eV
Kohn-Sham gap   7.438 eV

No. 3
C4H8NOP | the ωB97M-V functional and the def2-TZVPD basis

ORCA input file:
```
! RIJCOSX wB97M-V def2-TZVPD def2/J DEFGRID3
* xyz 0 1
C 0.4137 1.4623 1.6860
C 0.0912 0.2661 0.8813
P 0.4779 0.3872 -0.7978
C 0.2719 -1.2967 -1.2509
C -1.1800 -1.4485 -0.6459
N -1.6860 -1.1303 0.4689
O -1.0811 -0.3341 1.2913
H 0.3485 1.2036 2.7476
H -0.2843 2.3331 1.4016
H 1.3712 1.7289 1.5006
H 1.5902 1.2986 -0.5558
H 0.3974 0.9795 -2.2193
H 0.0138 -1.3798 -2.3331
H 1.0435 -1.9698 -0.9691
H -1.7879 -2.1001 -1.2054
*
```

SMILES   CC1=[PH2]CC=NO1
LUMO   0.769 eV
Kohn-Sham gap   8.472 eV

No. 4
C4H8NOS | the ωB97M-V functional and the def2-TZVPD basis

ORCA input file:
```
! RIJCOSX wB97M-V def2-TZVPD def2/J DEFGRID3
* xyz -1 1
C 1.3856 0.5667 0.4859
C -0.0968 0.2140 0.5611
C -1.0314 1.1948 -0.2722
S -1.0037 2.9062 0.3523
N -0.3804 -1.2847 0.2909
C -0.1949 -1.8254 -0.9630
O -0.0557 -3.0258 -0.9668
H 1.9524 0.3073 1.3431
H 1.6239 -0.0471 -0.3842
H 1.7933 1.5721 0.2284
H -0.5342 0.3428 1.5737
H -2.0522 0.9047 -0.0754
H -0.8013 1.2617 -1.3667
H -0.4911 -1.8214 1.1208
H -0.1134 -1.2659 -1.9280
*
```

SMILES   C[C@@H](C[S-])NC=O
LUMO   3.712 eV
Kohn-Sham gap   6.217 eV

No. 5
C4H8NOS | the ωB97M-V functional and the def2-TZVPD basis

ORCA input file:
```
! RIJCOSX wB97M-V def2-TZVPD def2/J DEFGRID3
* xyz -1 1
C -0.2741 -0.8949 1.7289
N -1.3028 -0.1142 1.0628
C -1.4884 0.0702 -0.2648
O -2.5402 0.5601 -0.6607
C -0.3485 -0.1659 -1.2259
C 0.9367 0.6636 -1.0332
S 2.2823 -0.0604 -0.0156
H 0.4179 -1.2672 0.9916
H 0.3420 -0.2708 2.3866
H -0.7291 -1.7270 2.2642
H -2.0572 0.2655 1.6080
H -0.1134 -1.2130 -1.4529
H -0.7986 0.1288 -2.1864
H 0.6743 1.5818 -0.5008
H 1.3211 0.8610 -2.0231
*
```

SMILES   CNC(=O)CC[S-]
LUMO   3.884 eV
Kohn-Sham gap   6.408 eV

No. 6
C4H8NOS | the ωB97M-V functional and the def2-TZVPD basis

ORCA input file:
```
! RIJCOSX wB97M-V def2-TZVPD def2/J DEFGRID3
* xyz 1 1
C -0.7174 1.5588 -2.1070
C -0.1394 1.3709 -0.8183
C 1.2303 -1.2690 1.3777
C -0.5093 -0.4848 -0.3413
N -0.0565 -0.4370 1.0454
O 0.2668 1.9520 0.1000
S -2.2554 2.1625 -1.9564
H -0.3239 1.3126 -2.9934
H 1.1240 -1.9567 2.3250
H 1.4416 -1.9630 0.4745
H 1.9785 -0.4901 1.4661
H 0.1476 -1.1329 -0.9764
H -1.5393 -0.5295 -0.5192
H -0.7860 -0.6873 1.6955
H 0.1384 0.5935 1.2279
*
```

LUMO   -5.171 eV
Kohn-Sham gap   8.123 eV

No. 7
C4H8NS | the ωB97M-V functional and the def2-TZVPD basis

ORCA input file:
```
! RIJCOSX wB97M-V def2-TZVPD def2/J DEFGRID3
* xyz 1 1
C 0.5422 -1.9158 0.4013
C 0.4717 -0.7434 0.1522
C 1.5922 0.6850 -1.4463
C 0.7932 0.5506 -0.1766
N -1.9673 0.0369 0.8838
S 0.4096 1.9097 0.7807
H 0.2744 -2.7212 1.0085
H 2.2014 1.6195 -1.6675
H 0.8816 0.5907 -2.2441
H 2.2647 -0.1062 -1.3666
H -1.0305 0.7687 0.8854
H -1.5667 -0.9336 0.5970
H -2.7613 0.1287 0.3024
H -2.1053 0.1302 1.8895
*
```

LUMO (spin up / spin down)   -5.722 / -5.722 eV
Kohn-Sham gap (spin up / spin down)   8.171 / 8.172 eV

No. 8
C4H8NS | the ωB97M-V functional and the def2-TZVPD basis

ORCA input file:
```
! RIJCOSX wB97M-V def2-TZVPD def2/J DEFGRID3
* xyz 1 1
C 1.2858 -2.1181 0.6865
C 0.2288 -2.0504 -0.1868
C 2.0028 -0.8381 0.5289
C 0.3536 -0.9036 -1.0119
N 1.4254 -0.2491 -0.5962
S -2.8802 3.0722 0.0084
H 1.5622 -2.8837 1.2544
H -0.4530 -2.8190 -0.3731
H 1.8614 -0.1131 1.3064
H 3.0989 -0.8368 0.3345
H -0.3276 -0.5382 -1.6397
H -3.4384 4.1450 -0.5238
H 1.4744 0.7611 -0.7504
H -3.9204 2.2877 -0.3468
*
```

LUMO   -5.591 eV
Kohn-Sham gap   6.723 eV

No. 9
C4H8NS | the ωB97M-V functional and the def2-TZVPD basis

ORCA input file:
```
! RIJCOSX wB97M-V def2-TZVPD def2/J DEFGRID3
* xyz 1 1
C -1.7256 0.3013 1.6883
C -0.4101 0.1612 1.6939
C 0.9482 -0.6598 -1.7042
C 0.7270 0.0834 0.2974
N 0.1682 0.3599 -1.1352
S 1.1164 -1.5532 -0.1385
H -2.2474 0.4375 2.6323
H -2.2161 0.1159 0.7908
H 0.1004 0.3921 2.5669
H 0.5411 -1.3624 -2.5725
H 1.9087 -0.3361 -1.9549
H 1.6916 0.6455 0.6239
H 0.2530 1.3234 -1.5563
H -0.8554 0.0912 -1.2319
*
```

LUMO   -3.804 eV
Kohn-Sham gap   9.857 eV

No. 10
C4H8NS | the ωB97M-V functional and the def2-TZVPD basis

ORCA input file:
```
! RIJCOSX wB97M-V def2-TZVPD def2/J DEFGRID3
* xyz 1 1
C -1.2666 -1.3523 0.4935
C -0.2476 -0.5228 0.1936
C 0.0877 0.5450 1.0861
N 1.1478 1.2801 1.0407
C 0.4627 -0.5286 -1.1199
S 0.0873 1.1569 -1.7804
H -1.8463 -1.2459 1.3945
H -1.5340 -2.1734 -0.1506
H -0.5759 0.6964 1.9342
H 1.8329 1.1683 0.2950
H 1.3242 2.0037 1.7271
H 1.5449 -0.6115 -1.0419
H 0.0964 -1.2899 -1.8023
H -1.1138 0.8740 -2.2694
*
```

SMILES   C=C(C=[NH2+])CS
LUMO   -5.445 eV
Kohn-Sham gap   7.908 eV

No. 11
C4H8NS | the ωB97M-V functional and the def2-TZVPD basis

ORCA input file:
```
! RIJCOSX wB97M-V def2-TZVPD def2/J DEFGRID3
* xyz 1 1
C -0.2863 1.2798 1.0664
C 0.1501 0.3745 0.1825
C 0.5098 0.8356 2.2137
C -0.2588 0.0367 -1.3647
N -0.2399 -1.4701 -1.6794
S 1.4382 -0.4039 1.0451
H -1.0804 1.9478 1.0574
H 1.1647 1.6622 2.5774
H 0.1283 0.3780 3.1295
H 0.5633 0.6363 -1.7636
H -1.2448 0.3960 -1.4881
H 0.4052 -1.8976 -2.2749
H -1.1957 -1.8777 -1.9136
H -0.0538 -1.8976 -0.7877
*
```

LUMO   -3.916 eV
Kohn-Sham gap   8.469 eV

No. 12
C4H8NS2 | the ωB97M-V functional and the def2-TZVPD basis

ORCA input file:
```
! RIJCOSX wB97M-V def2-TZVPD def2/J DEFGRID3
* xyz 1 1
C 1.1399 1.3615 -0.3652
N 0.1515 0.1489 -0.4713
C -0.7994 -0.1121 0.7414
C -1.3992 -1.3614 0.4490
C -2.6737 -1.4345 0.0129
S -3.4885 0.0638 -0.3689
S -2.1227 1.3873 0.5138
H 0.6264 2.1605 -0.7530
H 1.4302 1.5428 0.6348
H 2.1463 1.1983 -0.6745
H 0.6798 -0.6387 -0.8262
H -0.4918 0.2401 -1.1876
H -0.1782 0.0762 1.5992
H -0.9308 -2.2240 0.6904
H -3.1961 -2.3100 -0.2807
*
```

SMILES   C[NH2+][C@@H]1C=CSS1
LUMO   -3.820 eV
Kohn-Sham gap   8.680 eV

No. 13
C4H8NaS | the ωB97M-V functional and the def2-TZVPD basis

ORCA input file:
```
! RIJCOSX wB97M-V def2-TZVPD def2/J DEFGRID3
* xyz 1 1
S -0.9527 -1.1090 0.0730
C 0.7785 -0.9854 -0.5025
C -1.0580 0.6599 0.5240
C 1.0721 0.5053 -0.6444
C 0.3762 1.1807 0.5334
H 1.4503 -1.4570 0.2402
H 0.8864 -1.5404 -1.4543
H -1.6741 1.1965 -0.2230
H -1.5601 0.7562 1.5059
H 2.1616 0.7008 -0.6637
H 0.6457 0.8819 -1.5940
H 0.4037 2.2853 0.4671
H 0.8744 0.8877 1.4775
Na -3.4041 -3.9625 0.2609
*
```

LUMO   -5.202 eV
Kohn-Sham gap   6.512 eV

No. 14
C4H8O | the ωB97M-V functional and the def2-TZVPD basis

ORCA input file:
```
! RIJCOSX wB97M-V def2-TZVPD def2/J DEFGRID3
* xyz -1 2
C 0.6711 1.0319 3.1171
C -0.3249 1.8666 2.9024
H 1.0261 0.3642 2.3411
H 1.2473 1.0372 4.0387
H -0.8154 1.8897 1.9376
H -0.7013 2.5096 3.6970
O 0.4816 -1.3532 -0.8015
C -0.1734 -1.7213 -1.8501
C -0.1367 -0.9515 -3.1354
H -0.8700 -2.5860 -1.8213
H 0.8449 -0.4998 -3.2978
H -0.8278 -0.0500 -3.1189
H -0.4216 -1.5374 -4.0089
*
```

LUMO (spin up / spin down)   3.872 / 3.824 eV
Kohn-Sham gap (spin up / spin down)   3.100 / 6.600 eV

No. 15
C4H8O | the ωB97M-V functional and the def2-TZVPD basis

ORCA input file:
```
! RIJCOSX wB97M-V def2-TZVPD def2/J DEFGRID3
* xyz -1 2
C 0.2151 1.9603 -0.9516
C 0.1314 1.1294 -2.0581
H 1.1717 1.9625 -0.4417
H -0.5937 2.6458 -0.6010
H 0.8793 0.7621 -2.7788
H -0.8842 0.7616 -2.3093
O -1.6236 -2.2452 0.9115
C -0.6548 -1.5711 0.6521
C 0.3032 -1.1296 1.7675
H -0.5560 -1.0819 -0.3278
H 0.7246 -0.0894 1.6766
H 1.0785 -1.9165 1.6982
H -0.1914 -1.1880 2.7626
*
```

LUMO (spin up / spin down)   4.131 / 4.014 eV
Kohn-Sham gap (spin up / spin down)   3.179 / 6.894 eV

No. 16
C4H8O | the ωB97M-V functional and the def2-TZVPD basis

ORCA input file:
```
! RIJCOSX wB97M-V def2-TZVPD def2/J DEFGRID3
* xyz 0 1
O -1.6261 -1.5712 0.4667
C -0.6498 -0.8983 0.9802
C 0.1300 -0.0573 0.0679
C 1.1720 0.9822 0.0523
C -0.0612 1.0872 -0.8331
H -0.6646 -1.8603 -0.8211
H -0.0072 -1.3534 1.7601
H -0.9466 0.1336 1.4138
H 0.0434 -1.5506 -1.1060
H 1.2690 1.6440 0.9101
H 2.1176 0.7189 -0.4159
H -0.8295 1.8128 -0.5756
H 0.0531 0.9126 -1.8993
*
```

LUMO   -0.507 eV
Kohn-Sham gap   8.681 eV

No. 17
C4H8O | the ωB97M-V functional and the def2-TZVPD basis

ORCA input file:
```
! RIJCOSX wB97M-V def2-TZVPD def2/J DEFGRID3
* xyz 0 1
C -1.2283 -0.4062 0.6506
C -0.1165 -0.0426 -0.3239
O -0.5792 0.5906 -1.4989
C 1.3461 -0.4318 -0.4401
C 0.9253 0.7123 0.4268
H -1.0108 -1.2455 1.3149
H -2.1812 -0.5594 0.1410
H -1.3617 0.4755 1.2928
H -1.3065 0.0721 -1.8666
H 1.8191 -1.3052 -0.0013
H 1.7703 -0.1092 -1.3874
H 0.9137 0.4900 1.4941
H 1.0197 1.7536 0.1583
*
```

SMILES   CC1(O)CC1
LUMO   1.016 eV
Kohn-Sham gap   10.227 eV

No. 18
C4H8O | the ωB97M-V functional and the def2-TZVPD basis

ORCA input file:
```
! RIJCOSX wB97M-V def2-TZVPD def2/J DEFGRID3
* xyz 0 1
C -1.6734 0.5443 0.0928
C -0.6988 -0.6342 0.0819
C 0.2296 -0.8129 -1.1021
C 1.9120 0.1896 0.0050
O 1.5006 -0.9822 -0.7125
H -2.5467 0.3081 0.7102
H -1.2120 1.4431 0.5181
H -2.0212 0.7877 -0.9153
H -1.2750 -1.5441 -0.1576
H -0.2510 -0.7933 1.0751
H 1.3316 1.0112 -0.4300
H 2.9586 0.3478 -0.2493
H 1.7459 0.1351 1.0836
*
```

LUMO   0.454 eV
Kohn-Sham gap   8.580 eV

No. 19
C4H8O | the ωB97M-V functional and the def2-TZVPD basis

ORCA input file:
```
! RIJCOSX wB97M-V def2-TZVPD def2/J DEFGRID3
* xyz 0 1
C 0.7098 -1.1747 -1.0555
C -0.1972 0.5369 1.6315
C -0.2547 0.2010 -1.3838
C -0.6824 0.9607 -0.4733
O 0.9067 -1.3863 0.2164
H 0.1751 -0.4251 0.8594
H 1.6089 -0.8984 -1.6339
H 0.1113 -1.9375 -1.5877
H -0.4346 0.2543 -2.4465
H -1.2478 1.7973 -0.1305
H 0.3674 -0.0068 2.3960
H 0.1910 1.5486 1.7212
H -1.2534 0.5302 1.8868
*
```

LUMO   -0.043 eV
Kohn-Sham gap   9.074 eV

No. 20
C4H8O | the ωB97M-V functional and the def2-TZVPD basis

ORCA input file:
```
! RIJCOSX wB97M-V def2-TZVPD def2/J DEFGRID3
* xyz 0 1
C 0.6768 0.1480 1.4091
C 0.1381 0.2272 0.0073
O 0.6542 1.3965 -0.6111
C -1.2618 -0.0122 -0.4469
C -0.1617 -0.9651 -0.8611
H 0.3522 -0.7373 1.9639
H 0.3748 1.0412 1.9670
H 1.7688 0.1448 1.3444
H 0.9364 1.2149 -1.5161
H -2.0910 -0.3432 0.1748
H -1.4179 0.8115 -1.1324
H -0.1496 -1.9577 -0.4056
H 0.1807 -0.9686 -1.8933
*
```

SMILES   CC1(O)CC1
LUMO   1.030 eV
Kohn-Sham gap   10.572 eV

Asked for ΔE to the lowest compared entry with this formula, charge and spin across the records above, the calculation gives 0.575, 2.217, 5.907, 1.376, 0.558, 2.605, 2.692, 0.560, 2.713, 0.042, 1.523, 1.282, 0.380, 1.127, 1.888, 5.876, 1.574, 3.957, 5.451, 1.213 eV in order.